Record 1
{
  "formula": "C13H33BFN4O7S",
  "method": "ωB97M-V/def2-TZVPD",
  "elements": ["C", "C", "C", "N", "C", "B", "O", "O", "S", "O", "O", "F", "H", "H", "H", "H", "H", "H", "H", "H", "H", "H", "H", "H", "C", "C", "O", "N", "C", "H", "H", "H", "H", "H", "H", "H", "C", "C", "O", "N", "C", "H", "H", "H", "H", "H", "H", "H", "C", "C", "O", "N", "C", "H", "H", "H", "H", "H", "H", "H"],
  "positions_angstrom": [[1.97661, 3.49865, 2.17253], [1.32979, 3.76719, 0.82529], [-0.01953, 3.10833, 0.65119], [-0.99530, 3.56543, 1.72171], [-1.77336, 4.79709, 1.37850], [-1.84927, 5.80684, 2.61804], [-2.76984, 6.79647, 2.61704], [-0.96089, 5.69375, 3.66290], [-2.10950, 2.30325, 2.21258], [-3.06991, 2.09494, 1.20909], [-2.48805, 2.65169, 3.52698], [-1.16202, 1.11132, 2.26964], [1.34803, 3.82280, 3.01142], [2.15129, 2.43730, 2.32243], [2.89926, 4.05388, 2.27730], [1.96907, 3.34576, 0.05075], [1.28643, 4.83481, 0.61274], [0.06599, 2.02726, 0.60834], [-0.44200, 3.41004, -0.30265], [-0.45403, 3.78115, 2.57827], [-1.28904, 5.29060, 0.53845], [-2.77927, 4.56086, 1.04335], [-3.13336, 6.94691, 1.73775], [-1.38898, 5.28944, 4.42878], [-1.60014, -3.97239, 0.65757], [-1.16113, -2.53228, 0.69614], [-0.13864, -2.13383, 0.15791], [-1.95248, -1.64435, 1.36493], [-3.19980, -1.88947, 2.06660], [-0.87736, -4.55130, 0.09830], [-1.66312, -4.37844, 1.66772], [-2.56887, -4.06959, 0.17086], [-1.58625, -0.71205, 1.34504], [-4.00010, -1.28949, 1.62786], [-3.09898, -1.61143, 3.11829], [-3.47590, -2.93586, 2.00810], [4.87550, 0.03823, -1.11307], [4.74772, 1.47943, -0.68563], [4.42481, 1.78851, 0.45461], [5.01079, 2.43434, -1.61376], [5.40750, 2.25546, -3.00082], [4.63738, -0.59609, -0.26554], [4.18321, -0.18673, -1.92494], [5.89344, -0.17809, -1.43750], [4.91822, 3.37447, -1.26367], [6.37834, 2.72146, -3.17123], [4.67771, 2.72704, -3.66025], [5.47608, 1.20313, -3.25064], [-1.63829, -8.09754, -2.56120], [-1.94152, -6.70786, -2.05541], [-2.13020, -6.47778, -0.87049], [-1.99663, -5.70667, -2.97331], [-1.79989, -5.79214, -4.40897], [-1.62859, -8.77677, -1.71513], [-2.40211, -8.42627, -3.26646], [-0.66233, -8.12742, -3.04661], [-2.20048, -4.80442, -2.57507], [-0.96527, -5.15619, -4.70802], [-2.69703, -5.45186, -4.92840], [-1.58769, -6.81147, -4.71020]],
  "charge": 1,
  "homo_ev": -11.0
}

Record 2
{
  "formula": "C5H8O",
  "method": "ωB97M-V/def2-TZVPD",
  "elements": ["C", "O", "C", "C", "C", "C", "H", "H", "H", "H", "H", "H", "H", "H"],
  "positions_angstrom": [[-0.76931, 0.94601, 0.82209], [-1.66265, -0.03702, 0.29989], [-0.95945, -0.98770, -0.48494], [0.52212, -0.84404, -0.16101], [1.20773, 0.34998, -0.74463], [0.63841, 0.41568, 0.64501], [-0.90645, 1.89987, 0.29021], [-0.99986, 1.11139, 1.88383], [-1.15022, -0.82209, -1.56104], [-1.32360, -1.98479, -0.21360], [1.09027, -1.72663, 0.11429], [0.69502, 0.87992, -1.54868], [2.29159, 0.33118, -0.82400], [1.32641, 0.46824, 1.48260]],
  "relative_energy_kj_mol": 136.2,
  "smiles": "C1OC[C@H]2C[C@@H]12",
  "homo_ev": -9.5
}

Record 3
{
  "formula": "C21H29BN8O4Ru",
  "method": "ωB97M-V/def2-TZVPD",
  "elements": ["Ru", "C", "C", "C", "C", "C", "N", "N", "B", "N", "N", "C", "C", "C", "C", "C", "N", "N", "C", "C", "C", "C", "C", "H", "H", "H", "H", "H", "H", "H", "H", "H", "H", "H", "H", "H", "H", "H", "H", "H", "H", "H", "H", "H", "H", "O", "C", "C", "C", "C", "C", "C", "N", "H", "H", "H", "H", "H", "H", "H", "O", "N", "O", "O"],
  "positions_angstrom": [[0.15769, 0.48517, -0.77299], [-1.54653, 3.58453, -0.74162], [-1.57617, 2.72170, 0.47541], [-2.17449, 3.01787, 1.69756], [-1.90288, 1.94688, 2.53405], [-2.28339, 1.72592, 3.95783], [-1.19048, 1.06038, 1.82884], [-0.99349, 1.51528, 0.57172], [-0.54295, -0.28154, 2.17618], [-1.08540, -1.34434, 1.19804], [-0.72262, -1.32160, -0.11969], [-1.11316, -2.50177, -0.64328], [-0.80570, -3.02314, -2.00989], [-1.77618, -3.23914, 0.33120], [-1.72760, -2.48185, 1.48746], [-2.23857, -2.81299, 2.84776], [0.97519, -0.13536, 1.96175], [1.50894, 0.13846, 0.73612], [2.83140, 0.25915, 0.89199], [3.79834, 0.63018, -0.17966], [3.15486, 0.00871, 2.22514], [1.96093, -0.23170, 2.87072], [1.71750, -0.53905, 4.30902], [-2.19177, 4.44545, -0.58181], [-1.89106, 3.05954, -1.62941], [-0.53977, 3.95373, -0.93287], [-2.72737, 3.90824, 1.94327], [-2.90052, 2.55123, 4.30449], [-1.40025, 1.66910, 4.59472], [-2.84476, 0.79991, 4.08144], [-0.78056, -0.59786, 3.29789], [0.07662, -2.56932, -2.44228], [-1.64575, -2.90569, -2.69728], [-0.61615, -4.09215, -1.92611], [-2.19381, -4.22502, 0.21733], [-2.76857, -3.76202, 2.81603], [-2.92281, -2.04734, 3.21232], [-1.42193, -2.89849, 3.56423], [3.34371, 0.65170, -1.16293], [4.63935, -0.06233, -0.18012], [4.19507, 1.62929, 0.00696], [4.13893, 0.02425, 2.66109], [2.66412, -0.53146, 4.84419], [1.25952, -1.52018, 4.43547], [1.05994, 0.19959, 4.76691], [-1.52632, 0.69865, -2.06997], [-1.53505, 0.08320, -3.36289], [-0.15284, -0.40185, -3.70155], [0.10585, -0.86141, -4.98252], [1.37542, -1.31071, -5.29306], [2.35606, -1.26140, -4.31445], [2.02164, -0.77525, -3.06777], [0.78575, -0.36862, -2.75051], [-2.30765, 0.45741, -1.55628], [-1.85949, 0.82384, -4.09492], [-2.24174, -0.74833, -3.37413], [-0.68382, -0.85957, -5.72246], [1.59914, -1.68381, -6.28320], [3.36667, -1.58945, -4.50894], [2.75885, -0.72184, -2.28262], [1.36351, 3.13837, 0.30463], [1.79597, 2.94875, -0.80948], [2.52638, 3.66901, -1.43750], [1.29425, 1.90110, -1.51960]],
  "charge": 1,
  "s2": 0.754,
  "relative_energy_kj_mol": 0.0,
  "homo_ev": [-11.6, -11.4],
  "multiplicity": 2
}

Record 4
{
  "formula": "CH3I3P",
  "method": "ωB97M-V/def2-TZVPD",
  "elements": ["C", "P", "I", "I", "I", "H", "H", "H"],
  "positions_angstrom": [[-0.14627, -0.04436, -0.20122], [-2.00546, -0.60767, 0.04077], [-3.68739, 2.42054, 0.74722], [-2.49931, -1.64114, -2.15095], [-2.25106, -2.41022, 1.62929], [-0.06606, 0.51870, -1.13601], [0.32021, -1.01614, -0.14215], [-0.07867, 0.78246, 0.52089]],
  "charge": 1,
  "relative_energy_kj_mol": 251.7,
  "homo_ev": [-13.4, -13.4]
}

Record 5
{
  "formula": "C3H3AgO3",
  "method": "ωB97M-V/def2-TZVPD",
  "elements": ["O", "O", "C", "Ag", "O", "C", "H", "C", "H", "H"],
  "positions_angstrom": [[1.16328, -0.99038, -0.37492], [2.92682, -2.02195, -1.46987], [2.08534, -1.45069, -0.94677], [-2.35556, 0.85358, 3.99561], [-1.19054, -0.28617, 1.38393], [-1.17946, 0.19332, 0.33059], [-1.21589, 1.50426, -0.27522], [-0.21488, 0.60648, -0.67542], [0.52096, 1.33230, -0.30137], [-0.54007, 0.25926, -1.66656]],
  "charge": 2,
  "s2": 2.009,
  "relative_energy_kj_mol": 188.4,
  "homo_ev": [-17.3, -20.5],
  "multiplicity": 3
}

Record 6
{
  "formula": "C4H12N4",
  "method": "ωB97M-V/def2-TZVPD",
  "elements": ["C", "C", "C", "C", "H", "H", "H", "H", "H", "H", "H", "H", "H", "H", "H", "H", "N", "N", "N", "N"],
  "positions_angstrom": [[3.15142, -0.93954, 0.07284], [-0.50413, -0.33060, -0.26299], [-0.85100, 1.06520, -0.09032], [-2.56972, -0.78074, 0.30847], [3.33577, -1.69629, 0.96615], [3.56241, 0.49722, 0.12933], [3.67174, -1.59107, -0.65936], [1.62369, 0.88035, 0.00233], [-1.72667, 1.36909, -0.56370], [-1.08030, 1.17277, 0.91426], [0.35339, 2.81869, 0.61114], [0.55470, 2.10224, -1.29530], [-1.61008, -2.02629, -0.52123], [-3.31912, -1.68161, 0.31566], [-2.28604, -0.42459, 1.51171], [-3.24425, 0.20313, -0.26441], [1.67402, -0.37433, -0.24578], [0.50487, -1.05191, -0.09983], [0.43172, 1.89223, -0.16856], [-1.67242, -1.10395, -0.66041]],
  "relative_energy_kj_mol": 923.5,
  "homo_ev": -6.9
}

Record 7
{
  "formula": "C4H4O2",
  "method": "ωB97M-V/def2-TZVPD",
  "elements": ["O", "C", "C", "C", "C", "O", "H", "H", "H", "H"],
  "positions_angstrom": [[-0.27836, -1.42549, -1.68194], [-0.13629, -0.50851, -0.65463], [0.75079, 0.47963, -0.59906], [0.46776, 1.10647, 0.67488], [-0.61155, 0.44437, 1.18375], [-1.01937, -0.56361, 0.32757], [-0.71803, -2.32547, -1.22766], [1.61828, 0.47757, -1.33061], [1.03897, 1.96107, 1.11207], [-1.11220, 0.35398, 2.19562]],
  "relative_energy_kj_mol": 94.6,
  "smiles": "Oc1ccco1",
  "homo_ev": -8.4
}

Record 8
{
  "formula": "C40H64AsN2O4PPdSSi4Te",
  "method": "ωB97M-V/def2-TZVPD",
  "elements": ["Pd", "S", "C", "C", "C", "C", "C", "C", "As", "C", "C", "C", "C", "C", "C", "C", "C", "C", "C", "C", "C", "H", "H", "H", "H", "H", "H", "H", "H", "H", "H", "H", "H", "H", "H", "C", "Si", "C", "C", "Si", "Te", "Si", "C", "C", "C", "Si", "C", "C", "C", "H", "H", "H", "H", "H", "H", "H", "H", "H", "H", "H", "H", "H", "H", "H", "H", "H", "H", "H", "H", "H", "H", "H", "H", "H", "H", "H", "C", "O", "P", "O", "C", "O", "C", "H", "H", "H", "H", "H", "H", "H", "H", "H", "C", "C", "N", "C", "C", "C", "O", "C", "C", "C", "C", "N", "C", "H", "H", "H", "H", "H", "H", "H", "H", "H", "H", "H", "H", "H", "H"],
  "positions_angstrom": [[-0.40938, 0.28203, 0.46552], [1.24164, 2.08481, 0.97645], [1.68027, 2.86520, -0.46324], [2.63070, 3.91348, -0.33465], [3.05353, 4.61388, -1.44333], [2.51300, 4.31296, -2.69008], [1.56120, 3.29659, -2.83104], [1.15403, 2.55160, -1.74469], [-0.19389, 1.16299, -1.92425], [-1.46861, 1.99554, -3.10919], [-1.80681, 3.33407, -2.92695], [-2.78311, 3.91336, -3.72487], [-3.43025, 3.15398, -4.69217], [-3.09648, 1.81767, -4.86620], [-2.11529, 1.23311, -4.07555], [0.64334, -0.22661, -2.96314], [-0.02629, -1.44829, -3.01638], [0.55191, -2.52434, -3.67399], [1.80602, -2.38980, -4.25760], [2.47635, -1.17551, -4.19573], [1.89444, -0.08887, -3.55303], [3.01853, 4.14782, 0.64980], [3.78531, 5.40615, -1.34436], [2.82308, 4.87322, -3.56395], [1.13879, 3.10519, -3.80964], [-1.31399, 3.93613, -2.17430], [-3.03718, 4.95825, -3.59288], [-4.19227, 3.60531, -5.31528], [-3.59449, 1.22765, -5.62512], [-1.85386, 0.19467, -4.23056], [-0.98478, -1.57186, -2.53124], [0.02840, -3.47154, -3.72642], [2.26112, -3.23422, -4.76117], [3.45202, -1.06943, -4.65547], [2.42978, 0.84996, -3.51118], [4.47756, -4.11487, 3.86881], [2.87415, -3.29251, 3.37099], [1.79221, -4.52725, 2.45866], [1.99804, -2.60171, 4.87549], [3.49576, -1.52669, 1.90872], [1.78498, -1.29394, 0.13553], [4.07420, 0.40039, 3.07704], [5.44472, -0.19081, 4.21741], [2.66257, 1.07470, 4.12290], [4.72173, 1.71765, 1.90241], [5.24211, -2.21475, 0.45477], [4.84054, -3.89078, -0.29278], [5.44814, -0.94956, -0.93138], [6.84050, -2.33163, 1.42606], [4.24026, -4.90086, 4.59670], [5.18517, -3.42845, 4.34795], [4.97599, -4.59179, 3.01985], [1.57007, -5.37013, 3.12289], [2.31364, -4.92815, 1.58466], [0.84164, -4.10906, 2.12606], [1.64932, -3.44177, 5.48647], [1.13425, -1.97852, 4.62503], [2.67824, -2.01225, 5.49958], [5.05983, -0.79468, 5.04526], [5.91729, 0.69667, 4.65540], [6.23096, -0.75468, 3.70325], [2.15130, 0.27401, 4.66725], [1.92851, 1.62426, 3.52504], [3.06775, 1.77123, 4.86373], [5.71107, 1.44118, 1.52199], [4.83045, 2.67013, 2.43103], [4.05998, 1.87714, 1.04577], [3.87598, -3.91096, -0.81292], [4.82576, -4.66796, 0.47905], [5.61102, -4.16819, -1.01885], [4.50964, -0.62329, -1.39111], [6.04983, -1.40221, -1.72668], [5.97822, -0.05679, -0.58480], [6.73618, -2.92085, 2.34269], [7.25079, -1.35215, 1.68597], [7.57666, -2.84005, 0.79315], [-4.00253, 1.55137, -0.71480], [-3.59167, 0.18023, -0.89686], [-2.65983, -0.52145, 0.19709], [-2.66383, -2.01246, -0.32458], [-3.84434, -2.81341, -0.59880], [-3.45423, -0.38397, 1.56053], [-4.85051, -0.73645, 1.76207], [-4.42262, 1.88076, -1.65918], [-3.14643, 2.17894, -0.46587], [-4.74831, 1.62510, 0.07499], [-3.49880, -3.67923, -1.15151], [-4.55252, -2.24596, -1.19789], [-4.28355, -3.13994, 0.34053], [-5.24327, -0.03781, 2.49424], [-4.89193, -1.75237, 2.14278], [-5.41000, -0.64315, 0.83177], [-1.72665, -7.10268, 2.82604], [-2.55943, -6.21793, 3.73926], [-1.91592, -4.92351, 3.99860], [-0.83221, -4.90011, 4.98150], [-1.31157, -4.94309, 6.42402], [-2.35642, -3.83600, 3.33982], [-3.24018, -3.85839, 2.48533], [-1.72237, -2.49096, 3.62258], [-2.00910, -1.71613, 4.73641], [-1.52250, -0.41844, 4.79678], [-0.78449, 0.07300, 3.73269], [-0.50777, -0.66466, 2.65346], [-0.96861, -1.91737, 2.61337], [-2.25930, -8.03116, 2.61623], [-0.76611, -7.37170, 3.27017], [-1.53989, -6.59782, 1.87590], [-2.74335, -6.69982, 4.70031], [-3.52350, -6.01369, 3.28686], [-0.22803, -4.01670, 4.80594], [-0.18546, -5.75577, 4.77608], [-1.98967, -4.11680, 6.64291], [-0.46066, -4.87160, 7.10456], [-1.83443, -5.87216, 6.65114], [-2.61875, -2.11166, 5.54095], [-1.72459, 0.21500, 5.65036], [-0.40847, 1.08706, 3.74218], [-0.76276, -2.48296, 1.71187]],
  "charge": 2,
  "s2": 6.042,
  "homo_ev": [-12.0, -13.4],
  "multiplicity": 5
}